The following is a quantum chemistry calculation of a structure of composition C28H30N6Pd, from OMol25.

```
65
C28H30N6Pd, DFT wB97M-V/def2-TZVPD
Pd 0.160 -0.185 -0.513
C -2.347 2.409 -2.491
C -2.292 0.872 -2.564
C -2.921 0.141 -1.381
N -2.001 -0.013 -0.260
C -2.378 0.092 0.987
C -3.584 0.733 1.416
C -4.308 0.604 2.576
C -4.119 -0.261 3.656
C -3.032 -1.089 3.832
C -1.841 -1.173 3.115
C -1.390 -0.462 1.974
N -0.124 -0.409 1.623
C 0.884 -1.097 2.410
C 2.320 -0.707 2.056
C 2.782 -1.083 0.638
N 2.261 -0.132 -0.326
C 2.813 1.056 -0.460
C 4.076 1.395 0.089
C 4.928 2.455 -0.177
C 4.797 3.516 -1.055
C 3.654 3.825 -1.779
C 2.402 3.243 -1.744
C 1.918 2.102 -1.046
N 0.632 1.878 -0.865
C -0.307 2.974 -1.021
C -0.997 3.123 -2.386
H -2.870 2.786 -3.372
H -2.953 2.713 -1.630
H -2.788 0.530 -3.475
H -1.253 0.546 -2.648
H -3.855 0.631 -1.100
H -3.192 -0.871 -1.704
H -3.990 1.427 0.692
H -5.191 1.233 2.632
H -4.894 -0.287 4.412
H -3.085 -1.748 4.694
H -1.113 -1.864 3.521
H 0.732 -0.885 3.475
H 0.771 -2.187 2.291
H 2.425 0.374 2.180
H 2.980 -1.184 2.786
H 3.870 -1.171 0.599
H 2.386 -2.071 0.387
H 4.464 0.686 0.805
H 5.866 2.420 0.369
H 5.649 4.176 -1.164
H 3.733 4.688 -2.432
H 1.652 3.743 -2.344
H -1.085 2.828 -0.266
H 0.203 3.908 -0.771
H -1.165 4.190 -2.551
H -0.329 2.782 -3.184
N 0.521 -7.647 -0.330
C 0.375 -6.517 -0.460
C 0.192 -5.092 -0.624
C -0.820 -4.434 0.056
C -0.954 -3.067 -0.119
N -0.149 -2.358 -0.905
C 0.814 -3.001 -1.564
C 1.021 -4.364 -1.460
H -1.489 -4.972 0.713
H -1.734 -2.512 0.388
H 1.453 -2.388 -2.187
H 1.815 -4.847 -2.012
```

The spin multiplicity is 3. Its charge is 0. For the HOMO-LUMO gap (spin up / spin down), the calculation gives 5.669 / 5.924 eV. Its expectation value of S² is 2.010. For the HOMO energy (spin up / spin down), the calculation gives -6.37 / -6.74 eV.

The following is a quantum chemistry calculation of a structure of composition C28H51ClP2Ti at a distorted geometry, from OMol25.

```
83
C28H51ClP2Ti, DFT wB97M-V/def2-TZVPD
Ti -0.119 0.851 0.262
Cl -1.896 1.820 -0.943
P 0.167 2.556 1.852
C -1.485 3.165 2.444
C 1.272 1.935 3.259
C 0.986 3.879 0.813
C -2.575 2.075 2.510
H -1.814 3.911 1.696
C -1.292 3.864 3.798
H -1.067 3.120 4.574
H -2.217 4.379 4.096
H -0.485 4.611 3.781
H -2.873 1.734 1.509
H -3.467 2.491 3.004
H -2.237 1.202 3.087
H 0.211 4.135 0.067
C 2.236 3.422 0.028
C 1.247 5.108 1.700
H 0.309 5.567 2.032
H 1.802 5.880 1.151
H 1.839 4.839 2.585
H 2.314 2.328 -0.079
H 3.164 3.782 0.493
H 2.196 3.817 -1.000
C 0.615 0.682 3.860
H 1.356 2.705 4.046
C 2.690 1.602 2.767
H -0.396 0.860 4.250
H 1.234 0.296 4.680
H 0.557 -0.113 3.098
H 2.642 0.786 2.028
H 3.296 1.235 3.609
H 3.220 2.453 2.314
H -1.354 -0.109 0.801
H 0.648 1.356 -1.104
P -1.418 -1.243 -2.858
C -1.467 -0.042 -4.223
C -0.299 -2.702 -3.028
C -3.077 -1.536 -2.122
C -0.347 1.023 -4.164
H -2.427 0.488 -4.081
C -1.521 -0.832 -5.530
H -0.554 -1.307 -5.746
H -1.761 -0.144 -6.351
H -2.303 -1.605 -5.496
H -0.532 1.743 -3.358
H -0.302 1.578 -5.111
H 0.639 0.579 -3.988
H -3.487 -0.510 -2.038
C -3.071 -2.116 -0.685
C -3.898 -2.336 -3.134
H -4.127 -1.729 -4.020
H -4.850 -2.633 -2.678
H -3.365 -3.241 -3.463
H -2.097 -2.012 -0.189
H -3.363 -3.175 -0.661
H -3.782 -1.562 -0.053
C 1.127 -2.207 -3.281
H -0.700 -3.246 -3.896
C -0.298 -3.594 -1.778
H 1.225 -1.583 -4.175
H 1.813 -3.053 -3.395
H 1.462 -1.624 -2.410
H 0.105 -3.028 -0.923
H 0.359 -4.464 -1.925
H -1.287 -3.973 -1.504
C 1.218 -4.258 2.853
C 0.037 -3.524 2.651
C 0.050 -2.378 1.867
C 1.248 -1.917 1.257
C 1.336 -0.743 0.443
C 2.484 -0.479 -0.297
C 3.660 -1.236 -0.086
C 3.642 -2.294 0.796
C 2.448 -2.694 1.450
C 2.401 -3.848 2.263
H 1.201 -5.147 3.476
H -0.899 -3.845 3.111
H -0.883 -1.826 1.710
H 2.496 0.307 -1.065
H 4.568 -0.976 -0.632
H 4.545 -2.875 0.988
H 3.329 -4.400 2.405
```

For the relative energy (zero: lowest compared OMol25 entry of this formula, charge and spin), the calculation gives 2.0354 eV. Its charge is 0. For the HOMO-LUMO gap, the calculation gives 5.906 eV. For the HOMO energy, the calculation gives -5.99 eV.

The following is a quantum chemistry calculation of a structure of composition C4H6KO3 at a distorted geometry, from OMol25.

```
14
C4H6KO3, DFT wB97M-V/def2-TZVPD
H -3.288 -1.825 0.846
O 0.637 -0.554 0.584
C 1.205 0.328 -0.109
O 0.863 1.535 -0.115
K -1.397 1.269 1.509
O 2.239 -0.010 -0.894
C 3.511 -0.174 -0.281
H 3.753 0.787 0.182
H 3.483 -0.962 0.483
H 4.270 -0.426 -1.033
C -3.124 -0.979 0.122
C -3.839 0.039 -0.311
H -3.519 0.667 -1.151
H -4.794 0.305 0.168
```

For the relative energy (zero: lowest compared OMol25 entry of this formula, charge and spin), the calculation gives 1.0457 eV. The spin multiplicity is 2. Its charge is 0. For the HOMO-LUMO gap (spin up / spin down), the calculation gives 7.201 / 7.021 eV. Its expectation value of S² is 0.762. For the HOMO energy (spin up / spin down), the calculation gives -7.81 / -7.81 eV.

The following is a quantum chemistry calculation of a structure of composition C17H46AsF6LuN9 at a distorted geometry, from OMol25.

```
80
C17H46AsF6LuN9, DFT wB97M-V/def2-TZVPD
Lu -0.644 0.191 -0.639
C -3.696 2.402 0.621
C -2.661 2.314 1.746
N -1.703 1.171 1.654
C -2.003 0.068 2.603
C -2.190 -1.271 1.918
N -0.981 -1.642 1.141
C -0.965 -3.108 0.850
C -1.989 -3.577 -0.169
C -1.638 -3.243 -1.609
N -1.763 -1.809 -1.989
C -3.147 -1.439 -2.408
C -3.992 -0.852 -1.299
N -3.397 0.391 -0.794
C -4.277 1.070 0.175
H -3.280 2.916 -0.247
H -4.505 3.031 0.994
H -3.188 2.250 2.698
H -2.101 3.250 1.747
H -0.800 1.544 1.918
H -2.921 0.284 3.148
H -1.207 -0.010 3.351
H -3.044 -1.230 1.247
H -2.396 -2.027 2.682
H -0.222 -1.532 1.811
H -1.131 -3.653 1.782
H 0.038 -3.359 0.492
H -2.990 -3.230 0.087
H -2.024 -4.666 -0.098
H -2.262 -3.849 -2.270
H -0.598 -3.533 -1.784
H -1.243 -1.750 -2.860
H -3.662 -2.307 -2.826
H -3.070 -0.704 -3.210
H -4.119 -1.556 -0.477
H -4.993 -0.668 -1.705
H -3.323 1.023 -1.589
H -4.470 0.409 1.023
H -5.246 1.262 -0.295
N 4.996 -2.526 -3.412
C 3.831 -1.580 -3.347
C 2.971 -1.738 -2.076
N 1.783 -0.856 -2.119
H 5.534 -2.373 -4.273
H 4.699 -3.506 -3.421
H 5.646 -2.406 -2.632
H 3.223 -1.759 -4.233
H 4.224 -0.566 -3.411
H 3.558 -1.482 -1.191
H 2.637 -2.772 -1.979
H 1.267 -1.069 -2.971
H 2.125 0.092 -2.261
C 1.817 3.197 0.450
N 2.212 2.538 1.672
C 2.449 3.428 2.798
C 2.188 1.161 1.771
N 1.421 0.433 0.983
N 2.946 0.626 2.779
C 4.230 1.181 3.212
C 2.651 -0.690 3.311
H 2.448 4.079 0.310
H 0.781 3.549 0.512
H 1.934 2.527 -0.391
H 1.693 4.217 2.770
H 3.419 3.928 2.709
H 2.391 2.913 3.752
H 1.676 -0.542 1.109
H 4.582 1.961 2.545
H 4.967 0.376 3.226
H 4.171 1.570 4.232
H 1.591 -0.916 3.223
H 2.928 -0.702 4.366
H 3.243 -1.468 2.816
F -1.018 2.285 -0.881
As -0.652 2.558 -2.768
F -0.167 4.106 -2.395
F 0.898 1.819 -2.152
F -0.157 2.442 -4.350
F -1.027 0.664 -2.743
F -2.306 2.743 -2.962
```

For the relative energy (zero: lowest compared OMol25 entry of this formula, charge and spin), the calculation gives 1.2843 eV. The spin multiplicity is 2. Its charge is +4. For the HOMO-LUMO gap (spin up / spin down), the calculation gives 9.174 / 4.470 eV. Its expectation value of S² is 0.771. For the HOMO energy (spin up / spin down), the calculation gives -19.64 / -19.64 eV.